[1]
The following is a DFT calculation (ωB97M-V with the def2-TZVPD basis set) of 4 unconnected molecules or ions with the total composition C5H18O3.

XYZ file:
```
26
C5H18O3 ωB97M-V with the def2-TZVPD basis set
C 0.432 0.882 1.356
C 0.424 -0.025 0.094
C 1.871 -0.430 -0.267
C 2.627 0.647 -1.024
C 1.971 0.955 -2.387
H -0.074 0.418 2.207
H 1.423 1.177 1.689
H -0.066 1.819 1.111
H -0.205 -0.903 0.232
H -0.085 0.536 -0.689
H 2.346 -0.637 0.692
H 1.895 -1.361 -0.830
H 2.668 1.579 -0.472
H 3.635 0.292 -1.256
H 2.711 1.326 -3.088
H 1.437 0.086 -2.775
H 1.192 1.708 -2.255
O -3.164 -0.563 -2.276
H -2.787 -0.720 -1.397
H -2.907 0.361 -2.390
O -2.202 -2.151 0.636
H -3.027 -1.693 0.838
H -1.848 -2.543 1.438
O -3.121 -0.206 3.628
H -2.691 -0.948 3.199
H -2.454 0.390 3.989
```

Its highest occupied orbital energy is -11.113 eV. For the LUMO energy, the calculation gives 0.00930 Ha. Its energy above the lowest of the compared OMol25 structures with the same formula, charge and spin is 14.20 kcal/mol. As for the spin multiplicity: 1. As for the SMILES: CCCCC.O.O.O.

Here are the Löwdin charges for atoms 1 to 5, given in e: -0.099 -0.243 -0.237 -0.262 -0.114



[2]
The following is a DFT calculation (ωB97M-V with the def2-TZVPD basis set) of a molecular structure, C5H19AlO5.

XYZ file:
```
30
C5H19AlO5 ωB97M-V with the def2-TZVPD basis set
Al 15.066 16.722 1.031
C 17.261 14.571 -1.625
O 16.454 14.650 -0.544
H 17.634 13.547 -1.715
H 16.771 14.856 -2.585
H 18.057 15.337 -1.567
C 16.920 11.207 0.469
O 15.648 11.694 0.091
H 16.865 10.443 1.241
H 17.383 10.757 -0.430
H 17.549 12.049 0.789
H 15.803 12.612 -0.160
C 19.792 11.187 -2.090
O 20.313 10.804 -3.317
H 20.218 12.140 -1.756
H 18.718 11.336 -2.226
H 19.853 10.476 -1.256
H 21.258 10.997 -3.382
C 19.484 13.470 -5.269
O 19.193 14.547 -6.116
H 18.690 13.420 -4.501
H 19.513 12.534 -5.818
H 20.461 13.555 -4.768
H 19.197 15.373 -5.619
C 13.525 15.538 -3.813
O 12.719 16.483 -3.133
H 14.236 15.090 -3.110
H 12.852 14.925 -4.406
H 14.151 16.060 -4.567
H 13.280 17.040 -2.585
```

As for the charge: +2. Its highest occupied orbital energy is -15.977 eV. For the LUMO energy, the calculation gives -0.49367 Ha. Its energy above the lowest of the compared OMol25 structures with the same formula, charge and spin is 0.00 kcal/mol. As for the spin multiplicity: 1.

Here are the Löwdin charges for atoms 1 to 5, given in e: 1.064 -0.148 -0.192 0.082 0.154



[3]
The following is a DFT calculation (ωB97M-V with the def2-TZVPD basis set) of a molecular structure, C5H19BClN3O3Ta.

XYZ file:
```
33
C5H19BClN3O3Ta ωB97M-V with the def2-TZVPD basis set
C 1.750 2.671 -0.824
B 1.841 1.734 0.445
O 2.804 2.101 1.378
Ta 0.437 -0.146 0.918
C 2.076 -1.058 2.253
Cl -0.430 1.044 2.878
C 1.565 -1.022 -0.876
O 1.022 -2.255 -1.288
O 1.836 -2.794 -2.372
C -1.193 0.531 -0.539
C -2.622 0.005 -0.379
N -2.956 -0.325 1.016
N -3.548 1.060 -0.808
N -2.850 -1.153 -1.254
H 1.353 2.156 -1.692
H 1.136 3.554 -0.646
H 2.752 3.029 -1.057
H 3.333 1.324 1.560
H -0.444 -1.782 1.132
H 2.780 -1.683 1.715
H 1.560 -1.673 2.988
H 2.593 -0.281 2.814
H 2.618 -1.129 -0.602
H 1.540 -0.318 -1.711
H 2.635 -3.069 -1.905
H -1.230 1.617 -0.612
H -0.872 0.191 -1.522
H -2.520 -1.201 1.289
H -3.958 -0.472 1.072
H -4.505 0.792 -0.617
H -3.338 1.912 -0.308
H -3.155 -1.938 -0.703
H -2.010 -1.422 -1.742
```

As for the charge: -1. Its highest occupied orbital energy is -4.340 eV. For the LUMO energy, the calculation gives 0.10311 Ha. As for the spin multiplicity: 1.

Here are the Löwdin charges for atoms 1 to 5, given in e: -0.083 -0.596 0.009 1.396 -0.374



[4]
The following is a DFT calculation (ωB97M-V with the def2-TZVPD basis set) of 4 unconnected molecules or ions with the total composition C5H19NO3S.

XYZ file:
```
29
C5H19NO3S ωB97M-V with the def2-TZVPD basis set
C -0.283 -2.279 -1.373
C -1.515 -2.252 -0.440
N -1.831 -0.888 0.057
C -1.354 -0.638 1.410
C -1.821 0.728 1.879
C -1.393 1.914 1.023
S 0.412 2.277 0.936
H 0.058 -1.253 -1.448
H 0.533 -2.860 -0.952
H -0.611 -2.751 -2.300
H -1.427 -2.957 0.397
H -2.406 -2.621 -0.964
H -1.364 -0.348 -0.660
H -0.281 -0.853 1.399
H -1.702 -1.381 2.134
H -2.898 0.737 2.006
H -1.569 0.737 2.951
H -1.604 1.614 0.002
H -2.016 2.767 1.270
H 0.852 1.648 2.037
O 2.076 1.523 -2.182
H 1.329 2.124 -2.103
H 2.510 1.600 -1.326
O 1.736 -1.630 -2.906
H 0.960 -1.923 -3.393
H 1.812 -0.719 -3.215
O 2.179 -0.789 1.433
H 2.261 -0.350 2.288
H 1.392 -0.344 1.091
```

Its highest occupied orbital energy is -8.784 eV. For the LUMO energy, the calculation gives 0.01581 Ha. Its energy above the lowest of the compared OMol25 structures with the same formula, charge and spin is 20.76 kcal/mol. As for the spin multiplicity: 1. As for the SMILES: CCNCCCS.O.O.O.

Here are the Löwdin charges for atoms 1 to 5, given in e: -0.097 -0.256 -0.082 -0.259 -0.261



[5]
The following is a DFT calculation (ωB97M-V with the def2-TZVPD basis set) of 5 unconnected molecules or ions with the total composition C5H19NO5S.

XYZ file:
```
31
C5H19NO5S ωB97M-V with the def2-TZVPD basis set
C 1.928 -1.067 -1.504
C 1.018 -0.169 -2.247
O 1.152 0.087 -3.452
N 0.017 0.534 -1.581
C -0.501 0.126 -0.271
C -1.833 -0.623 -0.366
C -3.039 0.294 -0.599
S -3.624 1.127 0.935
H 2.766 -1.406 -2.187
H 2.349 -0.610 -0.612
H 1.417 -1.933 -1.178
H -0.661 0.975 -2.200
H 0.227 -0.471 0.233
H -0.556 1.042 0.355
H -1.831 -1.390 -1.117
H -2.009 -1.244 0.564
H -2.777 1.060 -1.361
H -3.858 -0.276 -1.014
H -2.414 1.563 1.431
O 1.629 2.719 -0.223
H 2.433 2.902 -0.654
H 1.112 2.163 -0.808
O 0.306 -0.907 2.559
H 0.712 -0.028 2.339
H 0.568 -1.196 3.497
O 1.276 1.557 2.150
H 1.358 1.889 1.253
H 1.871 1.969 2.807
O 0.482 -2.889 0.740
H 0.504 -2.210 1.408
H -0.022 -3.591 1.103
```

Its highest occupied orbital energy is -9.068 eV. For the LUMO energy, the calculation gives 0.01194 Ha. Its energy above the lowest of the compared OMol25 structures with the same formula, charge and spin is 18.53 kcal/mol. As for the spin multiplicity: 1. As for the SMILES: CC(=O)NCCCS.O.O.O.O.

Here are the Löwdin charges for atoms 1 to 5, given in e: 0.001 -0.505 0.024 0.035 -0.214



[6]
The following is a DFT calculation (ωB97M-V with the def2-TZVPD basis set) of 6 unconnected molecules or ions with the total composition C5H20BrN10O5.

XYZ file:
```
41
C5H20BrN10O5 ωB97M-V with the def2-TZVPD basis set
Br 0.436 -1.136 0.077
C -0.184 0.041 4.123
O -0.480 0.491 5.229
N 0.862 -0.823 3.936
N -0.840 0.384 2.981
H 1.550 -0.807 4.667
H 1.085 -1.190 3.027
H -1.662 0.949 3.094
H -0.604 -0.013 2.085
C 4.179 -0.086 -1.585
O 5.197 0.483 -1.968
N 3.332 -0.745 -2.428
N 3.779 -0.144 -0.280
H 3.556 -0.840 -3.398
H 2.600 -1.315 -2.032
H 2.805 -0.342 -0.081
H 4.178 0.454 0.421
C -0.209 3.317 0.005
O -1.170 3.122 0.742
N 0.170 4.587 -0.367
N 0.564 2.311 -0.494
H -0.350 5.364 -0.017
H 0.968 4.659 -0.967
H 0.523 1.374 -0.115
H 1.108 2.478 -1.319
C -2.398 -3.797 1.845
O -3.049 -4.515 2.600
N -2.574 -3.750 0.493
N -1.460 -2.903 2.292
H -3.250 -4.328 0.033
H -2.074 -3.123 -0.114
H -0.829 -2.500 1.606
H -1.351 -2.789 3.281
C -2.169 0.475 -3.079
O -3.037 -0.062 -2.406
N -2.506 1.233 -4.187
N -0.839 0.297 -2.871
H -3.402 1.055 -4.594
H -1.796 1.735 -4.682
H -0.538 -0.308 -2.114
H -0.124 0.707 -3.438
```

As for the charge: -1. Its highest occupied orbital energy is -6.632 eV. For the LUMO energy, the calculation gives 0.08852 Ha. Its energy above the lowest of the compared OMol25 structures with the same formula, charge and spin is 17.71 kcal/mol. As for the spin multiplicity: 1.

Here are the Löwdin charges for atoms 1 to 5, given in e: 0.065 -0.697 -0.014 0.140 0.158